Entry from OMol25: 2 unconnected molecules or ions with the total composition C3H6Cl2Si in a non-equilibrium geometry (the ωB97M-V functional and the def2-TZVPD basis).

Each line ends with the Löwdin charge.
Atoms and positions in Å:
C -3.7214 1.7655 0.9967  0.0068
C -3.4429 0.6134 0.8951  -0.0022
C 2.3311 -0.7329 -0.6251  -0.2455
Si 0.4364 -0.5012 -1.0607  -0.2894
Cl 0.0621 0.9709 -2.3728  0.2799
Cl -0.4373 -2.2412 -1.6919  0.2438
H -0.4712 -0.0137 0.0306  -0.0670
H -4.2876 2.6182 1.1734  0.0013
H -2.8860 -0.2365 0.6803  -0.0129
H 2.5942 0.2141 -0.1589  0.0161
H 2.4344 -1.7149 -0.1311  0.0219
H 2.8507 -1.0101 -1.6003  0.0472

Computed properties:
ΔE to the lowest compared entry with this formula, charge and spin (eV): 2.517
Structure (SMILES): C[SiH](Cl)Cl.C#C
LUMO energy (eV): 0.682
HOMO energy (eV): -10.72
Frontier orbital gap (hartree): 0.4190

Entry from OMol25: 3 unconnected molecules or ions with the total composition C3H6Cl6 (the ωB97M-V functional and the def2-TZVPD basis).

Each line ends with the Löwdin charge.
Atoms and positions in Å:
C -17.9262 16.5062 21.8433  -1.0387
Cl -17.2570 15.7862 23.3289  0.4887
Cl -19.4432 15.7634 21.3598  0.5101
H -18.1034 17.5549 22.0449  -0.0290
H -17.1849 16.3679 21.0666  0.0244
C -24.6406 22.4940 19.2338  -1.0478
Cl -24.9632 23.6724 17.9515  0.5000
Cl -25.0475 23.1119 20.8274  0.5033
H -25.2453 21.6170 19.0387  0.0250
H -23.5844 22.2570 19.2031  -0.0197
C -19.8118 21.6347 21.6123  -1.0250
Cl -19.1154 20.0747 21.1390  0.5172
Cl -21.4772 21.7844 21.0950  0.5376
H -19.7669 21.6978 22.6925  0.0267
H -19.2246 22.4237 21.1589  0.0270

Computed properties:
ΔE to the lowest compared entry with this formula, charge and spin (eV): 0.126
Structure (SMILES): ClCCl.ClCCl.ClCCl
LUMO energy (eV): 0.696
HOMO energy (eV): -11.01
Frontier orbital gap (hartree): 0.4301

Entry from OMol25: 3 unconnected molecules or ions with the total composition C3H6Cl6 in a non-equilibrium geometry (the ωB97M-V functional and the def2-TZVPD basis).

Each line ends with the Löwdin charge.
Atoms and positions in Å:
C -1.5715 -4.6204 -0.4952  -1.0188
Cl -0.9529 -5.0077 1.0539  0.5431
Cl -0.5929 -3.3049 -1.2918  0.4755
H -1.6306 -5.5190 -1.1092  0.0363
H -2.5091 -4.1461 -0.2052  0.0143
C -0.4825 0.3910 0.0426  -1.0573
Cl -1.8952 1.2821 -0.6012  0.4885
Cl 1.0426 0.8726 -0.6126  0.5350
H -0.4709 0.3359 1.1312  0.0343
H -0.6469 -0.6195 -0.3315  -0.0417
C 1.8586 4.1061 0.3929  -1.0750
Cl 3.5150 4.4439 0.8929  0.5054
Cl 1.0259 3.0908 1.5233  0.5274
H 1.4419 5.0914 0.1842  0.0329
H 1.8684 3.6036 -0.5743  0.0000

Computed properties:
ΔE to the lowest compared entry with this formula, charge and spin (eV): 0.560
Structure (SMILES): ClCCl.ClCCl.ClCCl
LUMO energy (eV): 0.657
HOMO energy (eV): -10.48
Frontier orbital gap (hartree): 0.4094

Entry from OMol25: 2 unconnected molecules or ions with the total composition C3H6ClFO in a non-equilibrium geometry (the ωB97M-V functional and the def2-TZVPD basis).

Each line ends with the Löwdin charge.
Atoms and positions in Å:
C 1.2646 -1.4961 0.5906  -0.0642
C -1.2819 1.3894 -0.6532  -0.3420
C 1.6220 -0.3391 -0.1920  -0.7818
O -0.7346 0.3354 -1.2175  -0.1465
F 2.1983 -0.5780 -1.3680  0.0382
Cl 1.7439 1.2497 0.3786  0.7678
H 0.7737 -1.2445 1.4486  0.0572
H 2.1611 -2.0534 0.7436  0.0881
H 0.6389 -1.9616 -0.1689  0.1040
H -0.9674 1.4852 0.4962  0.0983
H -2.4226 1.5871 -0.6811  0.0986
H -0.6350 2.2783 -1.0527  0.0824

Computed properties:
ΔE to the lowest compared entry with this formula, charge and spin (eV): 4.880
LUMO energy (spin up / spin down) (eV): 0.485 / -1.352
HOMO energy (spin up / spin down) (eV): -9.66 / -7.48
Frontier orbital gap (spin up / spin down) (hartree): 0.3727 / 0.2251

Entry from OMol25: a gas-phase ion, C3H6ClN2O2 (charge +1) in a non-equilibrium geometry (the ωB97M-V functional and the def2-TZVPD basis).

Each line ends with the Mulliken spin population.
Atoms and positions in Å:
C 0.4154 0.5527 1.0622  -0.0415
C 1.3565 -1.3789 0.1598  0.0034
C -0.2260 0.7315 -0.3684  0.8316
N 0.1888 -1.2949 -0.7029  0.8404
N -1.6025 1.0725 -0.1298  -0.0060
O 0.0895 1.4140 1.8130  0.0449
O 1.2855 -0.3985 1.1903  -0.0064
Cl 0.3053 -1.9174 -2.2470  0.2115
H 1.4207 -2.4078 0.6150  0.0385
H 2.2569 -1.2013 -0.3315  0.0230
H 0.2386 1.3899 -1.0425  0.0167
H -2.1586 0.2686 -0.0414  0.0176
H -1.8500 1.7574 -0.8298  0.0039
H -1.7201 1.4120 0.8528  0.0225

Computed properties:
ΔE to the lowest compared entry with this formula, charge and spin (eV): 1.513
Spin multiplicity: 3
LUMO energy (spin up / spin down) (eV): -3.557 / -6.578
Charge: +1
HOMO energy (spin up / spin down) (eV): -12.31 / -14.63
Frontier orbital gap (spin up / spin down) (hartree): 0.3216 / 0.2958

Entry from OMol25: C3H6ClN3S in the gas phase in a non-equilibrium geometry (the ωB97M-V functional and the def2-TZVPD basis).

Each line ends with the Löwdin charge.
Atoms and positions in Å:
C 1.0769 1.0549 -0.3353  -0.8951
C -0.7016 -0.5834 -0.1700  -0.2365
C -1.9572 -1.0127 -0.1838  -0.6070
H 1.2670 1.1014 2.1475  0.0888
H 0.8934 -0.5255 1.9663  0.0546
H 2.8485 0.3764 0.2477  0.1249
H -0.9892 1.3704 -0.7010  0.1530
H 0.0629 -1.3296 -0.0452  0.1072
H -2.7395 -0.2343 -0.3961  0.0895
N 1.5906 0.1817 1.8456  0.0384
N 1.8294 0.1658 0.4302  -0.1325
N -0.2431 0.7157 -0.4157  0.0073
S 1.6901 2.4228 -1.1073  0.5840
Cl -2.4195 -2.5718 0.3301  0.6234

Computed properties:
ΔE to the lowest compared entry with this formula, charge and spin (eV): 1.860
Structure (SMILES): NNC(=S)N/C=C/Cl
LUMO energy (eV): 0.123
HOMO energy (eV): -8.57
Frontier orbital gap (hartree): 0.3194

| no. | E_tot (a.u.) |
| --- | --- |
| 1 | -1327.788600 |
| 2 | -2879.044207 |
| 3 | -2879.028252 |
| 4 | -753.028099 |
| 5 | -837.635285 |
| 6 | -1140.502678 |